One molecule with the formula C19H28ClN3O2. Source: the OMol25 dataset; level of theory: ωB97M-V/def2-TZVPD.

Results
Energy ... -41247.3729 eV
SMILES ... CC1(C)CC(NC(=O)C(=O)NCCc2ccc(Cl)cc2)CC(C)(C)N1
Kohn-Sham gap ... 9.53 eV
Spin multiplicity ... 1
ΔE to the lowest compared entry with this formula, charge and spin ... 0.3 kcal/mol
HOMO energy ... -8.826 eV

Each line ends with the Mulliken charge.
CARTESIAN COORDINATES (ANGSTROEM)
Cl: -5.915 -2.829 -0.792  -0.2328
O: -0.973 0.583 -2.372  -0.7643
O: -0.427 2.333 0.609  -0.7108
N: 0.823 0.543 -0.964  0.1153
N: -2.201 2.365 -0.830  -0.0544
N: 2.753 -0.422 0.756  -0.4465
C: -6.061 -0.196 -0.224  -0.7380
C: -0.995 1.970 -0.408  0.1712
C: 5.021 -0.845 -0.244  -1.9491
C: -5.269 -1.332 -0.214  0.4118
C: -5.538 0.998 0.239  -0.2062
C: 3.069 -0.086 -1.658  -1.6088
C: 1.487 -1.813 -0.805  -1.4643
C: -3.967 -1.284 0.257  -0.8785
C: 3.720 -0.019 -0.256  1.7170
C: -3.651 2.378 1.165  -1.1268
C: -0.375 0.950 -1.371  0.8240
C: -3.107 3.166 -0.043  -0.7973
C: 1.967 -1.644 0.650  1.5068
C: 1.601 -0.501 -1.585  -0.2851
C: 0.762 -1.456 1.588  -1.6911
C: -4.237 1.070 0.719  0.0197
C: -3.461 -0.084 0.722  0.1178
C: 2.715 -2.909 1.111  -1.8682
C: 4.083 1.436 0.078  -1.7080
H: -3.924 3.489 -0.689  0.4796
H: -2.563 4.041 0.322  0.3416
H: 0.195 -0.571 1.314  0.2788
H: 0.452 -2.157 -0.817  0.4607
H: 2.093 -2.561 -1.318  0.4479
H: 1.103 -1.335 2.614  0.4015
H: -3.359 -2.175 0.260  0.4423
H: -4.402 2.988 1.667  0.4710
H: -7.074 -0.247 -0.591  0.4126
H: -2.824 2.199 1.853  0.3684
H: 3.560 -3.135 0.467  0.3695
H: -2.537 1.884 -1.656  0.3307
H: 3.595 -0.811 -2.280  0.4880
H: 2.041 -3.762 1.096  0.4279
H: 4.854 -1.858 -0.597  0.4067
H: 3.165 -0.351 1.679  0.5198
H: 4.569 1.492 1.050  0.4345
H: 5.431 -0.892 0.764  0.3417
H: 4.762 1.841 -0.667  0.4290
H: 5.760 -0.379 -0.892  0.4818
H: -2.449 -0.045 1.096  0.5147
H: 3.082 -2.780 2.127  0.3818
H: -6.155 1.885 0.231  0.4118
H: 3.188 2.052 0.110  0.3281
H: 0.107 -2.322 1.544  0.4377
H: 1.193 -0.636 -2.593  0.6050
H: 1.172 0.891 -0.075  0.2057
H: 3.141 0.885 -2.148  0.4280

---

A 4-piece molecular cluster, C28H54F2N4O6 overall. Source: the OMol25 dataset; level of theory: ωB97M-V/def2-TZVPD.

Results
Energy ... -53590.5677 eV
SMILES ... [H]/N=C(\N)NCCCC[C@@]1(F)[C@H](OCCCC)OC(=O)[C@]1(N)[C@@H](F)CC.C1CCOC1.C1CCOC1.C1CCOC1
Kohn-Sham gap ... 9.66 eV
Spin multiplicity ... 1
HOMO energy ... -8.934 eV

Each line ends with the Mulliken charge.
CARTESIAN COORDINATES (ANGSTROEM)
F: 2.951 1.108 0.126  -0.4569
F: 1.544 3.200 0.436  -0.4532
O: 1.281 -4.676 3.903  -0.3713
O: -0.512 2.632 2.029  -0.4888
O: -0.817 4.333 0.460  -0.3845
O: 4.896 -0.140 4.026  -0.3271
O: -3.292 -1.877 -6.490  -0.3055
O: 1.003 1.419 3.130  -0.5408
N: -2.301 -2.389 -2.009  -0.7145
N: -0.509 0.151 0.370  -0.3568
N: -0.302 -2.009 -3.294  -0.5466
N: -2.330 -0.772 -3.663  -0.0011
C: -5.321 -2.139 -7.665  -0.5680
C: 6.180 1.311 5.373  -0.5473
C: -2.244 0.586 -3.142  -1.0828
C: -4.394 4.106 -0.628  -1.1847
C: -0.734 2.497 -2.360  0.2312
C: -2.755 5.826 0.310  -0.9267
C: -1.865 4.969 1.205  -0.5899
C: 0.383 -4.933 4.983  -0.4321
C: 0.502 2.393 -0.051  1.1145
C: 0.434 1.659 2.111  0.2127
C: -2.973 -2.394 -7.783  -0.5200
C: -0.949 1.381 -3.407  -0.8021
C: -3.270 5.103 -0.934  0.3140
C: 1.893 0.243 0.438  -0.0920
C: 0.613 1.052 0.714  1.0585
C: 2.382 -0.692 1.533  -0.6546
C: -0.743 2.979 0.633  -0.0060
C: 2.542 -4.644 5.898  -0.5564
C: 1.244 -5.411 6.145  -0.5318
C: 6.268 -0.477 3.830  -0.4365
C: -4.256 -3.020 -8.315  -0.5525
C: 1.346 -1.568 2.242  -1.0585
C: 7.071 0.740 4.271  -0.5702
C: 0.588 2.361 -1.570  -1.7436
C: 2.628 -4.671 4.378  -0.1726
C: -1.662 -1.769 -2.916  0.3596
C: 4.790 1.053 4.806  -0.4164
C: -4.708 -1.878 -6.295  -0.3766
H: 1.286 3.146 -1.861  0.6106
H: -2.428 0.508 -2.065  0.5115
H: -0.089 0.708 -3.431  0.3220
H: -3.601 5.826 -1.682  0.4385
H: -4.297 -3.030 -9.403  0.3369
H: 3.144 -3.803 3.964  0.0693
H: 2.446 -3.616 6.253  0.2370
H: 3.100 -1.364 1.050  0.6658
H: 1.171 -2.516 1.733  0.3576
H: 7.158 1.454 3.450  0.2771
H: -1.012 1.808 -4.411  0.3248
H: -2.250 6.759 0.052  0.3825
H: 1.420 -6.486 6.071  0.2614
H: 4.032 0.903 5.575  0.3078
H: 0.384 -1.085 2.393  0.2488
H: -2.462 4.221 1.731  0.3527
H: -0.352 -5.671 4.660  0.2718
H: -4.254 3.647 0.355  0.2636
H: -1.598 2.492 -1.697  -0.2951
H: -0.722 3.464 -2.866  0.5986
H: -3.073 1.163 -3.565  0.2203
H: -1.274 0.243 1.029  0.4208
H: 6.511 -1.355 4.439  0.2842
H: -5.366 4.603 -0.608  0.3852
H: 6.421 -0.733 2.780  0.2587
H: 0.791 -5.206 7.114  0.3343
H: -4.965 -2.669 -5.584  0.2808
H: 1.726 -1.809 3.237  0.0928
H: 2.959 -0.117 2.257  0.0528
H: 0.303 -1.288 -2.914  0.2185
H: 6.359 2.365 5.579  0.3353
H: 6.323 0.752 6.301  0.2612
H: -1.386 5.608 1.951  0.3526
H: -3.614 6.105 0.934  0.3544
H: -2.112 -0.832 -4.652  0.2185
H: -5.004 -0.922 -5.864  0.2449
H: -2.638 -1.571 -8.424  0.2814
H: -2.156 -3.109 -7.684  0.2831
H: 3.133 -5.577 4.024  0.2969
H: -0.143 -4.007 5.236  0.2596
H: 1.072 1.421 -1.847  0.5466
H: 3.413 -5.090 6.376  0.3628
H: -4.350 -4.049 -7.960  0.2689
H: -0.894 0.407 -0.535  -0.2008
H: 8.075 0.481 4.607  0.3433
H: -5.426 -1.204 -8.219  0.2714
H: -1.683 -3.009 -1.488  0.2238
H: -6.300 -2.610 -7.601  0.3364
H: -1.680 2.483 0.355  0.6179
H: -4.437 3.299 -1.361  0.2527
H: 4.464 1.873 4.157  0.2495
H: 0.007 -2.896 -2.913  0.3040
H: 1.694 -0.328 -0.477  0.2536
H: -2.431 4.564 -1.379  -0.3314

---

C24H18IN7OS6Ti as an isolated structure. Source: the OMol25 dataset; level of theory: ωB97M-V/def2-TZVPD.

Results
Energy ... -133873.0106 eV
Kohn-Sham gap (spin up / spin down) ... 5.18 / 5.15 eV
Spin multiplicity ... 1
ΔE to the lowest compared entry with this formula, charge and spin ... 19.8 kcal/mol
Total charge ... +2
HOMO energy (spin up / spin down) ... -12.535 / -12.534 eV

Each line ends with the Mulliken charge.
CARTESIAN COORDINATES (ANGSTROEM)
I: 1.358 -1.316 -7.187  0.2073
Ti: 1.096 0.043 -1.159  -0.2384
S: 1.930 -6.447 1.812  -0.0808
S: 0.497 0.017 1.986  -0.1708
S: 0.416 -4.559 0.082  0.0846
S: 2.925 -3.685 1.324  -0.0301
S: 0.034 -2.033 -1.441  -0.4372
S: 2.954 -1.048 -0.126  -0.5575
O: 0.452 0.450 0.500  0.4311
N: 1.448 4.151 -1.401  -0.6255
N: -0.512 1.146 -1.879  1.2305
N: 2.055 2.009 -1.296  0.1894
N: -2.635 2.921 -1.986  -0.4952
N: 2.958 -0.951 -3.297  -0.3881
N: 1.832 -0.247 -3.078  0.9962
N: 2.756 4.056 -1.219  0.0791
C: -2.594 -2.509 1.285  -0.6753
C: 1.889 -0.961 -5.204  -0.7248
C: 1.028 2.907 -1.450  0.1745
C: -1.284 -3.430 3.080  -0.6200
C: -2.371 -3.507 2.222  -0.6316
C: -2.812 1.622 -2.182  -0.5789
C: -0.628 -1.384 2.037  1.1270
C: -1.490 2.157 4.765  -0.6954
C: -1.730 -1.429 1.199  -0.3983
C: -1.416 3.354 -1.756  -0.5195
C: 2.141 -2.537 0.253  0.0567
C: 0.971 -2.948 -0.308  0.2531
C: -0.331 2.470 -1.691  0.3876
C: 3.031 -1.401 -4.554  -0.1542
C: -2.485 2.685 2.640  -0.7778
C: -0.647 1.170 2.761  1.0935
C: -1.579 1.856 2.001  0.1125
C: 1.765 -4.975 1.112  0.0680
C: 1.173 -0.243 -4.242  -0.2518
C: -1.754 0.720 -2.129  -0.7139
C: -0.586 1.313 4.139  -0.6748
C: -0.393 -2.374 2.977  -0.6695
C: -2.442 2.830 4.018  -0.5907
C: 3.127 2.772 -1.156  -0.1800
H: -1.445 2.304 5.832  0.4425
H: 3.316 4.897 -1.149  0.1985
H: -1.883 -0.346 -2.304  0.6230
H: -1.125 -4.192 3.826  0.4817
H: -1.912 -0.631 0.490  0.3167
H: -3.149 3.477 4.511  0.4284
H: 0.149 0.772 4.711  0.4788
H: 3.624 -1.112 -2.542  0.0528
H: -1.598 1.743 0.922  -0.0458
H: -3.218 3.221 2.058  0.4739
H: -3.445 -2.559 0.622  0.4586
H: -1.271 4.413 -1.601  0.5462
H: 3.843 -1.991 -4.929  0.5029
H: 0.466 -2.304 3.628  0.5096
H: -3.823 1.299 -2.381  0.4411
H: 0.229 0.265 -4.378  0.5098
H: -3.044 -4.348 2.282  0.4380
H: 4.140 2.427 -1.050  0.5323

---

Q: What is the formula in the third record?
A: C24H18IN7OS6Ti